DFT (ωB97M-V with the def2-TZVPD basis set) results for the molecule C10H11NS in a non-equilibrium geometry.

Atoms and positions in Å:
1 H 1.47 1.75 -0.89
2 C -4.01 0.90 0.43
3 C 0.00 -0.47 -0.27
4 H 3.27 -1.62 -0.10
5 C 2.62 -0.75 -0.12
6 C 1.27 -1.06 -0.25
7 S 3.55 0.67 0.08
8 C 0.45 1.94 -0.61
9 H -3.97 1.64 1.23
10 H 0.11 2.95 -0.65
11 C -1.09 -1.38 -0.24
12 H 5.36 -0.90 0.40
13 H -4.65 0.07 0.74
14 C -0.41 0.94 -0.30
15 C -2.63 0.42 0.11
16 C 5.10 0.15 0.37
17 H 5.84 0.90 0.47
18 H -3.19 -1.68 -0.04
19 N -1.70 1.30 -0.02
20 C -2.37 -0.97 -0.07
21 H -0.87 -2.44 -0.32
22 H -4.45 1.38 -0.44
23 H 1.18 -2.14 -0.32

Summary:
total charge	0
ΔE to the lowest compared entry with this formula, charge and spin	53.1	kcal per mole
HOMO energy (alpha / beta)	-7.056 / -7.222	eV
E_tot	-22870.2184	eV
F_max	1.33	eV/Å
HOMO-LUMO gap (alpha / beta)	0.22269 / 0.25934	Ha